Record 1
{
  "formula": "C28H33GeO7PSTi",
  "method": "ωB97M-V with the def2-TZVPD basis set",
  "symbols": ["Ti", "O", "S", "O", "O", "C", "C", "C", "C", "C", "C", "P", "C", "C", "C", "C", "C", "C", "C", "C", "C", "C", "C", "C", "H", "H", "H", "H", "H", "H", "H", "H", "H", "H", "H", "H", "H", "H", "O", "C", "O", "C", "O", "O", "C", "C", "C", "C", "Ge", "C", "C", "C", "C", "H", "H", "H", "H", "H", "H", "H", "H", "H", "H", "H", "H", "H", "H", "H", "H", "H", "H", "H"],
  "coordinates": [[-0.31013, 0.07545, -0.27112], [-0.82298, 1.28189, -1.81548], [0.19779, 0.71390, -2.78440], [-0.27892, 0.37106, -4.07412], [0.82473, -0.38936, -1.98875], [1.37402, 2.00558, -2.90829], [1.48785, 2.64648, -4.13031], [2.29219, 3.77713, -4.21757], [2.92835, 4.25621, -3.08783], [2.80516, 3.59630, -1.86848], [2.04802, 2.44071, -1.76034], [1.98343, 1.47042, -0.19460], [2.22060, 2.73149, 1.08161], [1.11997, 3.53361, 1.38457], [1.21109, 4.50634, 2.36662], [2.40049, 4.67656, 3.06411], [3.49161, 3.86832, 2.78199], [3.40400, 2.89461, 1.79462], [3.52152, 0.49962, -0.31829], [4.72099, 1.09260, -0.71376], [5.88181, 0.34184, -0.80715], [5.85080, -1.01694, -0.51589], [4.65891, -1.61572, -0.13796], [3.49744, -0.86155, -0.03885], [0.94364, 2.27185, -4.98540], [2.40023, 4.28981, -5.16426], [3.53151, 5.15341, -3.14593], [3.30103, 3.99373, -0.99050], [0.17883, 3.40144, 0.86106], [0.34947, 5.11878, 2.59757], [2.47149, 5.43003, 3.83803], [4.41342, 3.98536, 3.33692], [4.25176, 2.25159, 1.59996], [4.75908, 2.14617, -0.96215], [6.80486, 0.81636, -1.11392], [6.75534, -1.60734, -0.58895], [4.62493, -2.67430, 0.08355], [2.57881, -1.34502, 0.26160], [1.37197, -0.25780, 2.51478], [0.33638, -0.49614, 1.96429], [0.15149, -1.32225, 0.91403], [-0.95930, 0.35534, 2.24693], [-1.35107, 0.69019, 3.31052], [-1.49079, 0.70696, 1.02702], [-6.27486, -4.44393, 0.69922], [-4.95424, -3.78087, 1.06380], [-4.27334, -3.11713, -0.12704], [-2.94482, -2.44444, 0.23022], [-2.04389, -1.57779, -1.25807], [-1.14609, -2.92902, -2.33754], [-2.02045, -4.04367, -2.91898], [-3.14765, -3.57048, -3.82740], [-3.87811, -4.73315, -4.48501], [-6.75439, -4.90770, 1.56266], [-6.12854, -5.22304, -0.05383], [-6.97705, -3.71647, 0.28356], [-4.27195, -4.52211, 1.49319], [-5.11876, -3.02925, 1.84291], [-4.95634, -2.37420, -0.55619], [-4.12433, -3.87032, -0.90651], [-2.25140, -3.17276, 0.66216], [-3.12356, -1.68366, 0.99547], [-3.12001, -0.84372, -2.06741], [-0.37930, -3.36531, -1.69167], [-0.61428, -2.41141, -3.13980], [-2.44694, -4.64273, -2.10825], [-1.38472, -4.73094, -3.49026], [-2.73754, -2.90015, -4.59053], [-3.86148, -2.97059, -3.25552], [-3.19859, -5.33002, -5.09896], [-4.69221, -4.39411, -5.12788], [-4.30907, -5.40053, -3.73307]],
  "mulliken_charge": [0.45, -0.45, 1.39, -0.66, -0.53, -0.01, -0.47, -0.68, -0.79, -0.44, -0.30, 1.60, 0.43, -0.63, -0.75, -0.50, -0.73, -0.35, 0.34, -0.25, -0.79, -0.54, -0.80, -0.27, 0.60, 0.40, 0.42, 0.52, 0.32, 0.44, 0.39, 0.42, 0.42, 0.38, 0.42, 0.39, 0.43, 0.32, -0.51, 0.34, -0.37, 0.61, -0.55, -0.52, -1.31, -0.46, -0.31, -0.89, 0.75, -0.81, -0.82, 0.01, -1.39, 0.40, 0.29, 0.31, 0.35, 0.34, 0.34, 0.01, 0.46, 0.43, -0.08, 0.46, 0.41, 0.25, 0.51, 0.36, 0.22, 0.34, 0.38, 0.29],
  "e_homo_ev": [-8.08, -8.08],
  "gap_ha": [0.27534, 0.27530],
  "e_tot_ha": -5279.47016,
  "largest_force_ev_per_a": 1.83,
  "lumo_energy_ev": [-0.59, -0.59]
}

=====

Record 2
{
  "formula": "C28H33HfN5O6S2",
  "method": "ωB97M-V with the def2-TZVPD basis set",
  "symbols": ["Hf", "N", "C", "C", "C", "N", "H", "H", "H", "H", "H", "H", "H", "H", "H", "H", "O", "S", "O", "N", "C", "C", "C", "C", "C", "C", "C", "C", "N", "C", "C", "C", "C", "C", "C", "C", "H", "H", "H", "H", "H", "H", "H", "H", "H", "H", "H", "C", "C", "C", "C", "C", "C", "C", "S", "O", "O", "N", "C", "C", "C", "O", "O", "H", "H", "H", "H", "H", "H", "H", "H", "H", "H", "H", "H"],
  "coordinates": [[-0.01840, 0.82608, 0.13074], [-1.23424, -1.20798, 0.39300], [-0.91562, -2.05310, 1.57783], [0.47505, -2.65202, 1.47561], [1.62553, -1.66322, 1.50832], [1.65007, -0.77566, 0.29729], [-2.21709, -0.94080, 0.44226], [-1.15350, -1.79348, -0.44442], [-1.65583, -2.85101, 1.66065], [-1.00803, -1.42444, 2.46628], [0.54938, -3.27496, 0.57964], [0.61163, -3.33669, 2.31518], [2.57421, -2.19837, 1.56297], [1.56222, -1.01232, 2.38414], [1.65448, -1.34622, -0.54957], [2.54261, -0.28064, 0.29861], [-0.61890, 3.27864, 2.91765], [-0.13495, 1.96009, 2.70678], [-1.10280, 1.06657, 1.91922], [1.13905, 1.81094, 1.73756], [1.83945, 3.02462, 1.43600], [2.50697, 3.77894, 2.35694], [3.05463, 5.03125, 1.99639], [2.89238, 5.51693, 0.73286], [2.18179, 4.76360, -0.23532], [1.96146, 5.21293, -1.55155], [1.25596, 4.43005, -2.42921], [0.75382, 3.20515, -1.98683], [0.93140, 2.73573, -0.75721], [1.67187, 3.49897, 0.11388], [0.15245, 1.14968, 4.21744], [1.41354, 0.69294, 4.56533], [1.58306, 0.11535, 5.81616], [0.50549, 0.00171, 6.68080], [-0.75424, 0.46644, 6.31524], [-0.94185, 1.05558, 5.07701], [2.60227, 3.42429, 3.37532], [3.58668, 5.60690, 2.73976], [3.29285, 6.48126, 0.45145], [2.34620, 6.17784, -1.85674], [1.06906, 4.74552, -3.44434], [0.18208, 2.59035, -2.66810], [2.24847, 0.79237, 3.88416], [2.55992, -0.23559, 6.11825], [0.64495, -0.44442, 7.65603], [-1.58540, 0.38120, 7.00079], [-1.90981, 1.44579, 4.79281], [-2.82263, -4.72310, -0.46829], [-2.16867, -4.07195, -1.65381], [-2.93072, -3.66016, -2.74630], [-2.33179, -3.08920, -3.85976], [-0.95795, -2.89394, -3.87090], [-0.17407, -3.30876, -2.80617], [-0.78382, -3.90533, -1.71117], [-0.18700, -2.10711, -5.25270], [-1.12923, -2.12594, -6.32887], [1.14798, -2.58927, -5.40473], [0.00483, -0.55600, -4.67727], [-1.14814, 0.33788, -4.67679], [-1.92778, 0.28998, -3.35488], [-1.16016, 0.57224, -2.11209], [-1.67686, 1.27175, -1.16993], [0.00108, 0.09003, -1.86686], [-3.51293, -4.03778, 0.02797], [-2.08533, -5.05985, 0.26005], [-3.40671, -5.59028, -0.77519], [-4.00137, -3.82043, -2.74213], [-2.91901, -2.81013, -4.72439], [0.90256, -3.21506, -2.86826], [-0.17235, -4.31730, -0.91627], [0.82526, -0.15668, -5.11585], [-1.84335, 0.08899, -5.48296], [-0.79796, 1.35014, -4.88511], [-2.34016, -0.71607, -3.21443], [-2.77407, 0.97653, -3.37996]],
  "mulliken_charge": [1.96, -0.23, -0.69, -0.25, -0.62, -0.66, 0.40, -0.37, 0.50, 0.36, -0.06, 0.47, 0.65, 0.05, 0.21, 0.41, -0.62, 1.07, -0.80, 0.40, -0.04, -0.42, -1.05, -0.90, 0.56, -0.51, -0.97, 0.20, -0.08, 0.51, 0.49, 0.02, -0.98, -0.47, -0.72, -0.50, 0.52, 0.44, 0.44, 0.50, 0.50, 0.29, 0.45, 0.46, 0.43, 0.44, 0.48, -1.74, 0.96, -0.39, -0.68, -0.27, -0.49, -0.99, 1.43, -0.67, -0.71, -0.28, -1.09, -0.53, 1.19, -0.69, -0.68, 0.33, 0.35, 0.50, 0.51, 0.57, 0.60, 0.75, 0.35, 0.44, 0.51, -0.05, 0.53],
  "e_homo_ev": -14.29,
  "total_charge": 2,
  "gap_ha": 0.29116,
  "e_tot_ha": -2656.11037,
  "largest_force_ev_per_a": 0.56,
  "lumo_energy_ev": -6.36
}

=====

Record 3
{
  "formula": "C28H33HfN8O2S2Si",
  "method": "ωB97M-V with the def2-TZVPD basis set",
  "symbols": ["Hf", "C", "C", "N", "C", "S", "N", "N", "C", "C", "C", "C", "C", "C", "C", "N", "H", "H", "H", "H", "H", "H", "H", "H", "H", "H", "H", "H", "H", "N", "C", "C", "C", "C", "C", "C", "S", "O", "O", "N", "C", "N", "C", "C", "C", "N", "H", "H", "H", "H", "H", "H", "H", "H", "H", "C", "Si", "C", "C", "C", "C", "C", "C", "C", "H", "H", "H", "H", "H", "H", "H", "H", "H", "H", "H"],
  "coordinates": [[-0.00698, -0.18951, 0.02715], [1.17277, 5.89841, 0.25292], [0.97638, 4.85743, 1.34221], [1.83247, 3.69122, 1.16636], [1.53012, 2.54965, 0.54866], [-0.05850, 2.36478, -0.18522], [2.50608, 1.65792, 0.47052], [2.13779, 0.54387, -0.22904], [3.05444, -0.16611, -0.78056], [4.50193, 0.16784, -0.68814], [2.56514, -1.28814, -1.62102], [3.42357, -2.24575, -2.13237], [2.91315, -3.18166, -3.02397], [1.57351, -3.13758, -3.35883], [0.77082, -2.19048, -2.74146], [1.24869, -1.28804, -1.88961], [0.54575, 6.76920, 0.44687], [2.21029, 6.23287, 0.20727], [0.90123, 5.49157, -0.72232], [1.19488, 5.27133, 2.32685], [-0.05525, 4.51495, 1.37266], [2.78908, 3.74870, 1.48622], [4.61548, 1.24595, -0.60643], [4.92535, -0.26138, 0.22504], [5.06106, -0.20354, -1.54282], [4.46692, -2.25943, -1.85477], [3.56522, -3.93074, -3.45448], [1.13620, -3.83438, -4.05978], [-0.29492, -2.16208, -2.94003], [-1.62505, -7.32446, -3.32821], [-1.56464, -6.24390, -2.49717], [-2.71694, -5.48718, -2.22470], [-2.65484, -4.38973, -1.39790], [-1.42779, -4.00108, -0.85539], [-0.27988, -4.74972, -1.09962], [-0.34609, -5.85495, -1.91837], [-1.39559, -2.73706, 0.33016], [0.05852, -2.35202, 0.49581], [-2.05731, -3.12988, 1.52199], [-1.95550, -1.34763, -0.23388], [-2.24499, -0.90810, -1.50683], [-1.49981, 0.19476, -1.73336], [-1.65247, 0.85652, -2.87651], [-2.55777, 0.39737, -3.81424], [-3.25308, -0.76211, -3.50213], [-3.11056, -1.42970, -2.35300], [-2.52271, -7.70804, -3.56513], [-0.85859, -7.97368, -3.33995], [-3.66630, -5.78405, -2.65293], [-3.55466, -3.83622, -1.17608], [0.65989, -4.47002, -0.64027], [0.54723, -6.43971, -2.10248], [-1.03782, 1.73789, -3.01509], [-2.71278, 0.91033, -4.75111], [-3.96634, -1.17634, -4.20592], [-1.99269, -0.34899, 3.43372], [-0.31631, 0.22133, 2.78390], [-0.16755, 2.00223, 3.40140], [1.03734, -0.74107, 3.69420], [1.03167, -0.82201, 5.09058], [2.03154, -1.48592, 5.78579], [3.07458, -2.09202, 5.09675], [3.10584, -2.02836, 3.71239], [2.09587, -1.36053, 3.03065], [-1.98982, -0.22345, 4.52135], [-2.23843, -1.38256, 3.20757], [-2.78767, 0.28955, 3.03717], [-0.40375, 2.01099, 4.47028], [-0.87097, 2.66927, 2.89789], [0.84105, 2.40068, 3.28396], [0.22886, -0.35890, 5.65622], [1.99833, -1.53297, 6.86726], [3.85502, -2.61117, 5.63806], [3.91226, -2.50094, 3.16394], [2.14934, -1.33744, 1.94477]],
  "mulliken_charge": [0.86, -1.20, -0.46, -0.08, 0.41, -0.52, -1.51, 0.91, 0.81, -1.81, 0.89, -1.06, -0.61, -0.98, 0.20, -0.01, 0.40, 0.35, 0.27, 0.46, 0.27, 0.28, 0.42, 0.30, 0.52, 0.46, 0.47, 0.52, 0.22, -0.50, 1.11, -0.96, -0.51, -0.27, -0.35, -0.87, 1.44, -0.48, -0.64, -0.57, 0.44, 0.05, 0.08, -0.79, -0.36, -0.36, 0.22, 0.22, 0.32, 0.47, 0.57, 0.34, 0.47, 0.43, 0.45, -1.24, 0.83, -1.17, 0.31, -0.47, -0.77, -0.44, -0.85, 0.47, 0.38, 0.31, 0.34, 0.47, 0.28, 0.28, 0.25, 0.40, 0.38, 0.40, 0.12],
  "e_homo_ev": -10.05,
  "total_charge": 1,
  "gap_ha": 0.23688,
  "e_tot_ha": -2809.12267,
  "largest_force_ev_per_a": 0.96,
  "lumo_energy_ev": -3.61
}